No. 1
# C50H130ClHfN10O23S

A structure of composition C50H130ClHfN10O23S in a non-equilibrium geometry (wB97M-V/def2-TZVPD, OMol25).

```
216
Properties=species:S:1:pos:R:3:lowdin_charge:R:1
C -5.18 7.30 -7.55 -0.084
H -0.82 5.69 -3.44 0.076
C -0.14 1.09 -3.31 -0.483
H 3.14 1.68 1.78 0.114
N -2.24 -4.21 -1.82 -0.120
O -0.35 1.16 0.28 -0.273
O -0.74 -6.51 -1.06 -0.294
H -1.31 -0.68 -6.92 0.094
H 1.20 0.01 5.06 0.083
H -6.20 7.60 -7.70 0.088
Cl -0.37 0.15 1.28 0.743
H 0.18 -0.28 7.38 0.131
O -5.27 6.19 -6.66 -0.219
H -3.95 3.24 4.66 0.071
H 2.27 3.57 2.62 0.125
H 1.23 2.40 -3.71 0.079
H 3.63 -2.73 1.11 0.114
C 3.91 -4.77 -4.28 -0.218
C -2.12 -3.39 -3.00 -0.157
C -0.30 -0.42 -6.58 -0.114
C -3.35 2.82 0.27 -0.096
C -3.00 -0.55 -1.22 -0.006
H -3.62 -3.90 3.66 0.124
C 4.01 -4.09 3.41 -0.210
C -4.31 -6.78 1.15 -0.069
H -0.28 0.29 -2.49 0.114
H -3.95 -2.15 6.92 0.105
H 3.52 -2.49 -5.33 0.082
H -1.23 1.46 -5.19 0.131
C -4.27 4.30 -5.51 -0.195
C -0.05 4.96 1.29 -0.001
H 0.75 -2.23 3.53 0.130
O -1.32 1.10 7.57 -0.239
H 2.41 -5.62 -6.32 0.100
H -3.96 2.69 -3.45 0.116
H -3.78 -0.76 -1.99 0.132
H -6.20 1.65 4.57 0.080
H -4.15 2.60 6.29 0.082
H 7.23 -3.80 6.22 0.075
H -5.50 3.44 -3.11 0.116
C 2.09 -4.72 -5.77 -0.138
H 5.36 -1.31 0.48 0.126
C -4.30 -1.68 0.40 -0.145
H -1.11 4.80 1.26 0.055
C -2.85 -3.89 2.89 -0.123
H 2.56 2.67 -1.41 0.051
C 2.92 0.82 -6.97 -0.107
H 5.46 -5.56 4.00 0.121
O -0.24 -0.45 -5.18 -0.210
H -3.69 -5.15 -2.89 0.125
H -0.23 2.64 -1.82 0.075
H -0.10 -3.93 -3.02 0.122
N 2.24 6.22 -2.13 0.058
C 4.48 -3.43 -3.84 -0.198
H -1.65 -5.07 -1.83 0.087
O 0.43 -6.34 1.18 -0.240
H -4.20 3.07 0.91 0.096
N 1.21 1.40 -3.52 0.096
C 0.78 6.04 -2.18 -0.437
C -0.87 2.27 -2.69 -0.050
H 5.55 -3.60 -3.65 0.131
Hf -1.35 -3.05 0.17 1.841
H 2.48 2.58 6.08 0.040
H -4.68 -6.45 2.14 0.095
H 0.57 4.06 1.26 0.063
H -3.25 -7.00 1.31 0.078
H 1.37 -1.04 -1.26 0.098
N -3.27 -3.30 1.58 -0.093
O -3.77 2.56 -1.08 -0.256
C 5.23 -1.43 1.58 -0.231
H 4.99 0.05 -6.25 0.103
C -0.64 -3.02 -3.13 -0.145
O -4.14 -1.24 5.04 -0.224
H -2.77 -2.55 -2.94 0.096
H 0.69 4.84 -4.03 0.068
H -3.15 4.49 -1.62 0.097
H -0.11 0.58 -6.92 0.070
H -3.86 1.08 3.63 0.121
H -4.58 -3.07 5.60 0.086
O 0.25 5.75 0.04 -0.204
C -4.01 -2.09 1.78 -0.163
O -1.64 -5.05 0.67 -0.465
N 3.59 2.97 4.12 0.051
C -3.82 -2.36 5.85 -0.093
H -4.85 4.33 -1.01 0.151
H 3.85 5.19 1.53 0.082
C -4.43 3.65 -3.16 -0.222
H -1.93 0.30 -4.22 0.129
H 1.60 0.90 -4.33 0.070
H -2.33 -0.12 4.99 0.103
H -2.59 2.46 5.48 0.063
H 0.57 1.01 8.54 0.116
C 0.27 5.77 -3.61 -0.050
C 6.54 0.46 1.88 -0.121
H -2.82 -2.67 5.62 0.061
C 0.20 5.09 -1.17 -0.263
N 3.79 -2.67 3.20 -0.046
H 2.91 1.83 -6.60 0.087
H -3.34 0.15 6.45 0.141
O -3.00 -1.59 -0.20 -0.320
O 0.79 0.16 2.09 -0.275
H -3.49 3.53 -5.74 0.120
C 5.39 -4.51 3.69 -0.261
H 4.84 2.49 1.65 0.123
H 5.04 4.84 2.86 0.069
N -5.55 0.93 4.89 0.045
H -0.41 0.62 4.95 0.026
H 0.53 -1.07 -7.01 0.115
S -0.35 -5.75 0.13 0.446
N -4.02 4.64 -4.12 -0.074
H 1.01 -4.69 -5.86 0.089
C -3.77 -6.00 -1.03 -0.179
H -3.21 0.41 -0.68 0.090
C -0.91 0.62 -4.54 -0.182
H 3.23 -1.19 1.86 0.124
H 2.65 5.32 -2.32 0.049
H 4.58 2.83 4.35 0.089
H 2.50 -3.88 -6.27 0.064
H -2.01 -0.47 -1.51 0.045
C 3.99 4.91 2.60 -0.042
H 6.56 1.38 2.45 0.081
H 0.22 5.62 2.15 0.101
H -1.88 2.08 -2.36 0.056
H -5.00 -2.41 -0.06 0.150
C 3.92 -2.09 1.92 -0.221
O 0.26 -4.38 -0.28 -0.417
C -4.14 1.11 4.71 -0.445
H 3.73 0.76 -7.75 0.113
C 0.10 0.81 7.58 -0.194
C 7.18 -4.16 5.22 -0.074
H -4.62 6.92 -8.45 0.093
H 3.40 -4.38 4.26 0.114
C 3.37 3.51 2.78 -0.455
O 6.03 -3.61 4.56 -0.191
C 4.37 0.01 -5.38 -0.252
H -3.39 -1.38 2.29 0.105
O -4.32 -5.64 0.25 -0.243
C -1.61 2.24 8.46 -0.055
H -2.39 2.86 8.00 0.078
H 2.47 6.44 -1.13 0.091
H 7.11 -5.27 5.21 0.092
H 0.37 6.98 -1.87 0.133
H -5.31 3.97 -5.70 0.127
H -4.47 5.53 -3.93 0.121
H 4.53 0.99 -4.87 0.136
H 0.47 6.65 -4.18 0.067
C 0.78 1.66 6.49 -0.430
H -2.89 -6.60 -0.83 0.099
H -0.36 -2.46 -3.96 0.097
C -3.58 -4.78 -1.88 -0.159
H -1.97 -2.09 3.63 0.100
C 3.73 2.61 1.64 -0.201
H -3.74 5.16 -7.49 0.127
H 3.54 -4.61 2.59 0.119
O 5.27 -0.11 2.06 -0.206
O 3.08 -0.05 -5.88 -0.209
H 6.18 -1.95 1.91 0.136
H 5.97 -4.56 2.76 0.121
O 3.26 3.18 0.41 -0.190
H 4.25 -2.15 3.93 0.119
O -0.29 -1.19 0.54 -0.470
H 2.57 1.26 -0.34 0.092
H 3.80 -3.09 -3.00 0.116
H 8.07 -3.85 4.64 0.095
H -0.81 3.16 -3.35 0.083
C -4.08 5.51 -6.47 -0.255
H 1.56 -2.65 -1.91 0.079
O -0.74 -3.02 2.22 -0.341
H 4.07 -0.88 -3.43 0.137
H 4.09 1.94 -1.01 0.088
H -5.94 0.01 4.75 0.064
H 3.19 2.04 4.25 0.055
H 6.68 0.67 0.86 0.073
H 0.69 4.13 -1.11 0.090
C 0.59 -3.03 2.74 -0.050
H 3.54 5.72 3.22 0.092
H -3.29 6.22 -6.20 0.119
H -4.79 -0.74 0.29 0.132
O -0.43 -2.19 -1.98 -0.314
H 2.03 0.55 -7.51 0.060
H -2.00 1.83 9.36 0.070
H -2.48 -3.93 -3.93 0.154
H 4.43 -5.11 -5.18 0.127
H 1.22 -2.90 1.88 0.072
C 1.02 -1.72 -2.07 0.009
C -4.04 3.86 -1.70 -0.185
C -1.66 -3.08 3.34 -0.146
H 0.89 1.53 4.22 0.077
H 7.41 -0.14 2.18 0.095
H -0.90 4.93 -1.30 0.113
C -3.37 -0.05 5.32 -0.178
H -1.22 -3.55 4.23 0.149
N 4.44 -2.40 -4.91 -0.054
C 3.12 2.22 -0.59 -0.123
H -4.34 -4.06 -1.74 0.117
H -2.51 -4.88 2.85 0.110
O 2.52 -4.73 -4.48 -0.180
H 1.11 -1.25 -3.06 0.083
H 2.17 2.54 7.59 0.059
H 0.78 -4.02 3.16 0.111
H -0.67 2.82 8.57 0.096
C 0.58 0.92 5.14 -0.063
N 2.17 1.93 6.80 0.053
H -4.48 8.06 -7.14 0.094
C 4.71 -1.09 -4.39 -0.219
H -2.67 3.70 0.25 0.073
H 0.16 2.57 6.43 0.132
H 5.78 -0.88 -4.16 0.131
H -4.50 -6.61 -1.52 0.127
H -4.88 -2.32 2.33 0.137
H 4.20 -5.43 -3.45 0.125
H -4.81 -7.72 0.79 0.113
H -3.91 -3.97 1.12 0.112
H -2.73 2.01 0.64 0.048
O -1.62 0.20 2.00 -0.292
C -3.66 2.44 5.32 -0.046
```

Charge ... +1
Calculated total energy ... -5166.86984 Ha
HOMO energy ... -0.372 Ha


No. 2
# C18H26N2S

The molecule C18H26N2S (wB97M-V/def2-TZVPD, OMol25).

```
47
Properties=species:S:1:pos:R:3:lowdin_charge:R:1
H 0.16 3.35 -1.73 0.140
H -1.97 -4.88 1.12 0.117
H -3.72 -4.89 -2.20 0.108
H -1.58 -2.48 1.56 0.117
H -3.34 -2.49 -1.76 0.117
H 2.56 0.43 -0.56 0.110
H 1.75 2.09 -2.98 0.117
C 1.90 4.37 4.17 -0.054
H 1.04 5.02 -0.35 0.112
H -0.69 -3.41 -0.55 0.080
H -3.33 -4.20 2.01 0.108
C 1.88 2.01 -1.89 -0.107
C -1.56 -2.75 -0.58 -0.377
N -1.04 -1.42 -0.84 0.038
C -3.75 -4.63 -0.06 -0.212
C 0.91 2.96 0.22 -0.199
H 1.51 5.37 4.34 0.076
C -2.28 -2.78 0.77 -0.152
H 2.99 4.41 4.28 0.084
H -3.11 -2.07 0.76 0.117
H 1.59 5.83 1.90 0.111
H -0.99 1.25 -0.39 0.126
C 1.98 0.55 -1.48 -0.203
C -2.81 -4.18 1.05 -0.201
H -1.98 -3.17 -2.65 0.117
H 2.76 2.58 -1.61 0.122
H -4.62 -3.97 -0.09 0.112
H -4.11 -5.64 0.14 0.107
C 1.12 4.32 0.47 -0.033
H 1.42 1.83 3.37 0.113
S 1.46 -2.29 -0.91 0.657
C -2.51 -3.19 -1.69 -0.152
H -2.20 -5.29 -1.40 0.117
H 2.42 -0.08 -2.25 0.099
H 1.51 3.70 4.93 0.075
C 1.03 2.08 1.29 -0.023
C 1.34 2.53 2.55 -0.033
C -3.04 -4.59 -1.41 -0.201
C -0.31 1.28 -1.25 -0.118
N 0.60 0.15 -1.24 -0.129
H 0.87 1.02 1.14 0.113
C 0.27 -1.13 -1.00 -0.806
H -0.90 1.29 -2.17 0.132
C 1.43 4.77 1.74 -0.044
C 0.61 2.51 -1.18 -0.243
H -1.72 -0.69 -0.97 0.128
C 1.54 3.88 2.80 -0.285
```

Relative energy (zero: lowest compared OMol25 entry of this formula, charge and spin) ... 0.0 kcal per mole
Charge ... 0
Calculated total energy ... -1209.23028 Ha
HOMO energy ... -0.286 Ha


No. 3
# C24H30FeNOS

A structure of composition C24H30FeNOS (wB97M-V/def2-TZVPD, OMol25).

```
58
Properties=species:S:1:pos:R:3:lowdin_charge:R:1
H -1.48 -3.72 0.14 0.082
H -3.65 -1.54 0.87 0.139
S 1.63 1.49 -0.31 1.008
H -1.43 1.38 3.10 0.138
H 0.63 0.79 4.14 0.088
H 2.16 5.15 -0.05 0.085
H -2.99 -3.89 1.05 0.092
H 0.14 -2.59 2.58 0.139
Fe -0.70 -0.49 0.63 0.456
H -3.76 1.66 1.04 0.068
H 3.25 -0.38 -1.89 0.080
C -1.53 0.38 2.68 -0.013
H 1.62 4.20 -1.43 0.079
C -1.70 1.93 -3.34 -0.035
C -1.78 -2.22 1.65 -0.275
H 2.08 -4.34 -1.36 0.108
C -0.78 0.05 -2.17 -0.212
H -2.62 3.41 -2.06 0.112
C -0.02 -1.18 -2.02 -0.189
C 3.38 1.08 -0.29 -0.366
C 2.22 4.17 -0.52 -0.120
C 0.12 -1.63 -0.70 -0.124
H 3.08 -1.06 -0.28 0.064
N -1.23 0.55 -1.00 0.029
C -1.03 0.72 -3.37 0.015
H 1.04 -3.16 0.50 0.096
H -4.77 0.41 1.73 0.093
H -1.45 -4.34 1.79 0.095
H -2.13 2.11 -0.01 0.101
H 4.67 -0.54 -0.86 0.087
C 0.73 -0.19 3.69 -0.016
C 3.60 -0.31 -0.86 -0.114
H -0.69 0.31 -4.30 0.114
H 0.89 -0.92 4.48 0.096
C -2.77 -1.26 1.43 -0.014
H 1.79 -3.52 -3.69 0.107
C 0.88 -2.78 -0.50 -0.112
C 1.70 3.12 0.45 -0.380
H 2.31 3.03 1.36 0.101
C 1.49 -3.45 -1.56 -0.074
H 0.45 -1.51 -4.11 0.106
H 3.69 1.16 0.75 0.104
C -3.85 0.97 1.88 -0.012
H -3.95 1.56 2.79 0.095
H 1.61 -0.19 3.04 0.081
C 1.33 -2.99 -2.86 -0.078
C -1.93 -3.63 1.13 -0.009
C -0.49 -0.56 2.90 -0.282
O 1.02 0.61 0.77 -0.520
H -1.89 2.46 -4.27 0.118
C -2.69 0.03 1.99 -0.260
H 3.26 4.00 -0.79 0.069
H 3.89 1.85 -0.88 0.092
C -2.11 2.46 -2.12 -0.042
C 0.57 -1.86 -3.09 -0.028
C -1.85 1.73 -0.98 -0.109
C -0.64 -1.85 2.39 -0.040
H 0.67 3.31 0.74 0.089
```

Charge ... +1
Calculated total energy ... -2724.21475 Ha
HOMO energy (spin up / spin down) ... -0.398 / -0.398 Ha


No. 4
# C4H5I2N2

A structure of composition C4H5I2N2 in a non-equilibrium geometry (wB97M-V/def2-TZVPD, OMol25).

```
13
Properties=species:S:1:pos:R:3:lowdin_charge:R:1
N -0.15 0.20 0.84 -0.189
C 1.18 1.50 -0.35 -0.067
H 1.89 1.92 -1.03 0.123
H 0.53 3.26 0.63 0.172
H -1.89 -2.66 -1.74 -0.045
H -1.01 1.75 2.00 0.134
H 1.11 -0.68 -0.63 0.091
I 0.22 -4.32 -1.23 0.924
C 0.79 0.21 -0.15 -0.170
N 0.46 2.26 0.53 0.081
I -1.55 -1.96 0.82 1.315
C -0.34 1.44 1.23 -0.171
C -1.24 -2.90 -0.91 -1.199
```

Relative energy (zero: lowest compared OMol25 entry of this formula, charge and spin) ... 37.4 kcal per mole
Charge ... +1
Calculated total energy ... -859.97944 Ha
HOMO energy (spin up / spin down) ... -0.474 / -0.474 Ha